ORCA calculation (ωB97M-V/def2-TZVPD) on a molecular structure, C4H4LiO2Tl.

CARTESIAN COORDINATES (ANGSTROEM)
Tl -0.95 -2.42 0.42
O -2.28 -0.85 0.68
O 0.84 -1.37 -0.44
C 0.74 1.17 -0.20
C -0.63 0.62 -0.11
C -1.61 0.26 0.76
C 0.38 -0.17 -0.90
Li 2.48 -0.99 0.11
H 1.37 1.12 0.70
H -1.60 0.70 1.83
H 0.95 2.04 -0.84
H 0.32 -0.09 -2.00

## Properties
HOMO level: -7.043 eV
LUMO: -1.18 eV
multiplicity: 1
M: 295.4 u


ORCA calculation (ωB97M-V/def2-TZVPD) on a molecular structure, C4H4LiO5Tl.

CARTESIAN COORDINATES (ANGSTROEM)
Tl 4.35 -1.27 2.02
O 0.63 -0.02 -1.90
O -0.71 -0.83 -0.30
O -0.25 1.33 -0.33
O 1.79 -0.09 1.99
O 2.72 -0.97 0.06
C -1.90 -0.20 0.12
C 0.22 0.10 -0.67
C -1.63 1.28 -0.11
C 2.03 -0.25 0.68
Li 1.64 -1.64 -2.07
H -2.18 1.66 -0.97
H -1.89 1.85 0.78
H -2.75 -0.54 -0.47
H -2.07 -0.40 1.18

## Properties
HOMO level: -5.813 eV
LUMO: -0.64 eV
multiplicity: 1
M: 343.4 u


ORCA calculation (ωB97M-V/def2-TZVPD) on 2 unconnected molecules or ions with the total composition C4H4N.

CARTESIAN COORDINATES (ANGSTROEM)
N -0.59 -0.98 0.13
C 2.61 0.65 -0.04
C -2.20 0.93 -0.12
C -1.47 -0.05 0.00
C 1.63 -0.04 -0.01
H -0.35 -1.20 1.08
H -2.83 1.68 -0.10
H 3.63 0.55 -0.20
H -0.42 -1.55 -0.73

## Properties
HOMO level (alpha / beta): -15.648 / -15.216 eV
LUMO (alpha / beta): -8.40 / -7.34 eV
multiplicity: 1
charge: +1
M: 66.1 u


ORCA calculation (ωB97M-V/def2-TZVPD) on a gas-phase ion, C4H4N (charge +1).

CARTESIAN COORDINATES (ANGSTROEM)
N 0.54 -1.21 -0.87
C -0.61 0.44 0.99
C 0.93 -2.04 -1.55
C 0.00 -0.28 -0.19
C -0.34 1.28 -0.19
H -1.56 0.18 1.21
H -0.54 1.96 -0.95
H 0.18 0.57 1.73
H 0.97 -2.62 -2.43

## Properties
HOMO level (alpha / beta): -14.422 / -14.423 eV
SMILES: C#[N+]C1=CC1
LUMO (alpha / beta): -5.88 / -6.47 eV
multiplicity: 1
charge: +1
M: 66.1 u


ORCA calculation (ωB97M-V/def2-TZVPD) on a molecular structure, C4H4N.

CARTESIAN COORDINATES (ANGSTROEM)
N -1.38 -0.18 0.18
C 1.26 -0.13 0.05
C 1.99 0.85 0.05
C -2.15 0.64 0.01
C 0.25 -1.07 0.02
H -2.94 1.39 -0.23
H 2.73 1.58 -0.04
H 0.09 -1.36 -0.94
H 0.13 -1.72 0.90

## Properties
HOMO level: -15.612 eV
LUMO: -5.89 eV
multiplicity: 1
charge: +1
M: 66.1 u


ORCA calculation (ωB97M-V/def2-TZVPD) on C4H4N2 in the gas phase.

CARTESIAN COORDINATES (ANGSTROEM)
N -3.16 -0.39 -0.36
N -3.14 0.22 0.71
C 0.70 -0.09 0.42
C -2.03 0.49 -0.36
C -0.70 -0.09 -0.18
C 0.07 -1.13 -0.49
H 0.42 -1.95 -1.16
H -2.15 1.44 -0.74
H 1.55 0.28 0.01
H 0.76 -0.20 1.48

## Properties
HOMO level: -8.919 eV
SMILES: C1=C(C2N=N2)C1
LUMO: 0.55 eV
multiplicity: 1
M: 80.1 u


ORCA calculation (ωB97M-V/def2-TZVPD) on 2 unconnected molecules or ions with the total composition C4H4N2.

CARTESIAN COORDINATES (ANGSTROEM)
N 0.06 2.78 0.11
N 2.49 -0.87 -1.09
C -1.28 -0.83 0.09
C 0.64 1.78 0.26
C 1.29 0.61 0.61
C 1.92 -0.15 -0.37
H -1.01 -0.59 -0.95
H -1.52 -1.89 0.17
H -2.14 -0.22 0.39
H -0.45 -0.62 0.77

## Properties
HOMO level (alpha / beta): -10.720 / -10.696 eV
LUMO (alpha / beta): -3.49 / -3.48 eV
multiplicity: 1
M: 80.1 u


ORCA calculation (ωB97M-V/def2-TZVPD) on C4H4N2 in the gas phase.

CARTESIAN COORDINATES (ANGSTROEM)
N -1.84 -0.56 0.00
N -0.36 -0.34 -0.12
C 1.71 0.68 -0.01
C 0.28 0.87 -0.03
C 0.62 -1.29 0.16
C 1.76 -0.70 -0.02
H 2.50 1.43 0.14
H -0.20 1.82 0.01
H -2.39 -0.72 -0.81
H -2.08 -1.19 0.70

## Properties
HOMO level (alpha / beta): -8.625 / -8.527 eV
SMILES: Nn1c#ccc1
LUMO (alpha / beta): -0.66 / -1.21 eV
multiplicity: 1
M: 80.1 u


ORCA calculation (ωB97M-V/def2-TZVPD) on C4H4N2O in the gas phase.

CARTESIAN COORDINATES (ANGSTROEM)
O 2.50 -1.37 -0.15
N -1.29 0.44 -0.06
N 0.00 -1.75 0.10
C -0.15 1.13 -0.01
C 1.13 0.62 -0.01
C -1.14 -1.28 0.07
C 1.50 -0.74 -0.05
H -2.17 -1.68 0.09
H -0.21 2.22 0.05
H -2.11 1.07 -0.04
H 1.95 1.34 0.01

## Properties
HOMO level: -9.036 eV
SMILES: O=c1cc[nH]cn1
LUMO: 0.60 eV
multiplicity: 1
M: 96.1 u


ORCA calculation (ωB97M-V/def2-TZVPD) on C4H4N2O in the gas phase.

CARTESIAN COORDINATES (ANGSTROEM)
O -0.06 0.72 2.36
N 1.12 0.00 0.52
N 0.17 -0.18 -1.62
C 1.19 -0.12 -0.84
C -1.05 -0.13 -0.96
C -1.23 0.15 0.35
C -0.07 0.35 1.21
H 1.83 -0.53 1.00
H 2.21 -0.17 -1.23
H -2.20 0.23 0.81
H -1.91 -0.32 -1.59

## Properties
HOMO level: -9.533 eV
SMILES: O=c1ccnc[nH]1
LUMO: 0.33 eV
multiplicity: 1
M: 96.1 u


ORCA calculation (ωB97M-V/def2-TZVPD) on C4H4N2O in the gas phase.

CARTESIAN COORDINATES (ANGSTROEM)
O 0.16 -1.14 -2.29
N 0.28 0.56 -0.81
N -2.18 1.54 1.03
C 0.30 0.51 0.66
C -1.22 0.88 0.90
C 0.18 -0.62 -1.12
C 0.20 -0.98 0.46
H 0.65 1.22 -1.40
H 1.16 1.13 0.91
H 1.09 -1.53 0.64
H -0.62 -1.57 1.01

## Properties
HOMO level: -10.082 eV
SMILES: N#C[C@H]1CC(=O)N1
LUMO: 0.24 eV
multiplicity: 1
M: 96.1 u


ORCA calculation (ωB97M-V/def2-TZVPD) on C4H4N2O in the gas phase.

CARTESIAN COORDINATES (ANGSTROEM)
O 0.72 -1.78 -2.21
N -0.80 -0.03 1.40
N 0.25 1.10 -0.30
C -1.30 -0.43 0.30
C 0.49 0.59 1.04
C 0.22 -0.99 -1.51
C -0.44 -0.03 -0.86
H -2.22 -0.99 0.23
H 1.22 -0.25 1.00
H 0.81 1.36 1.74
H 1.05 1.45 -0.82

## Properties
HOMO level: -8.616 eV
SMILES: O=C=C1C=NCN1
LUMO: 0.35 eV
multiplicity: 1
M: 96.1 u